{
  "formula": "C5H7N3O",
  "method": "ωB97M-V with the def2-TZVPD basis set",
  "gap_ha": 0.319,
  "relative_energy_kcal_mol": 173.50,
  "e_homo_ev": -9.17,
  "energy_ha": -433.9678,
  "elements": ["C", "C", "C", "C", "C", "H", "H", "H", "H", "H", "H", "H", "N", "N", "N", "O"],
  "xyz": [[2.525, -0.074, -0.820], [1.509, -0.793, -0.267], [0.410, -0.416, 0.612], [-0.381, 0.933, 0.545], [-2.398, -1.248, -0.086], [3.673, -0.287, -0.960], [2.489, 0.912, -0.913], [1.309, -2.127, -0.078], [0.132, 2.880, 0.590], [-1.555, 2.056, -0.626], [-3.026, -1.987, -0.646], [-1.418, -1.686, 0.726], [0.406, 1.956, 0.901], [-1.660, 1.060, -0.036], [-2.332, 0.057, -0.501], [0.316, -1.236, 1.558]],
  "forces_ev_per_a": [[1.4, -4.3, 1.4], [1.1, -3.8, -1.1], [-0.7, -0.7, 3.2], [3.0, 2.7, 0.8], [4.3, 3.2, 0.9], [-2.7, -1.0, -0.2], [-1.0, 4.4, 0.0], [1.9, 4.1, -1.1], [-0.8, 0.2, 0.3], [-1.4, -3.6, 1.6], [0.5, 1.2, 0.5], [-3.9, 1.2, -2.4], [-1.5, -3.7, -1.3], [3.8, 3.5, -0.1], [-3.2, -5.8, -0.8], [-0.7, 2.5, -1.7]],
  "mulliken_charge": [-0.56, -0.17, 0.26, 0.61, -0.24, 0.21, 0.36, 0.18, 0.19, 0.33, 0.29, 0.21, -0.64, 0.11, -0.59, -0.53]
}


{
  "formula": "C5H7N3O2S",
  "method": "ωB97M-V with the def2-TZVPD basis set",
  "gap_ha": 0.346,
  "relative_energy_kcal_mol": 105.00,
  "e_homo_ev": -8.78,
  "smiles": "[H]/N=C1\\SC(=O)N(O)C(=C)N1C",
  "energy_ha": -907.5348,
  "elements": ["H", "N", "C", "S", "C", "O", "N", "O", "C", "C", "N", "C", "H", "H", "H", "H", "H", "H"],
  "xyz": [[3.375, -0.961, 0.359], [2.738, -0.215, 0.124], [1.532, -0.460, 0.408], [1.021, -1.973, 1.323], [-0.619, -2.180, 0.819], [-1.270, -3.168, 0.960], [-1.194, -0.881, 0.448], [-2.552, -0.976, 0.183], [-0.803, 0.491, 0.100], [-1.608, 1.562, 0.055], [0.613, 0.379, -0.184], [1.257, 1.336, -1.200], [-2.961, -1.806, 0.548], [-1.092, 2.498, -0.038], [-2.584, 1.705, 0.581], [2.273, 1.855, -0.957], [1.364, 0.660, -2.009], [0.510, 2.134, -1.521]],
  "forces_ev_per_a": [[0.1, -0.2, 0.3], [0.7, -0.6, 0.4], [-0.8, -0.3, -0.7], [1.4, 0.6, -0.2], [-0.4, 4.0, -0.5], [-0.5, -0.3, -0.2], [-1.4, -1.2, 0.1], [-1.7, -0.5, -0.1], [1.9, -2.9, 1.0], [0.2, -0.1, 1.5], [-0.5, 2.6, -0.3], [-0.7, 1.4, 0.7], [1.3, 0.8, -0.1], [0.2, 0.3, -0.5], [0.8, -1.0, -1.1], [-2.2, -1.3, 0.1], [0.7, -0.2, -1.2], [0.8, -1.2, 0.7]],
  "mulliken_charge": [0.24, -0.64, 0.56, -0.20, 0.57, -0.53, 0.12, -0.50, 0.38, -1.04, 0.01, -0.92, 0.35, 0.34, 0.31, 0.26, 0.35, 0.34]
}


{
  "formula": "C5H7N3O3",
  "method": "ωB97M-V with the def2-TZVPD basis set",
  "gap_ha": 0.336,
  "relative_energy_kcal_mol": 97.11,
  "e_homo_ev": -9.64,
  "smiles": "Cn1c([N+](=O)[O-])cnc1CO",
  "energy_ha": -584.5800,
  "elements": ["C", "N", "C", "N", "O", "O", "C", "N", "C", "C", "O", "H", "H", "H", "H", "H", "H", "H"],
  "xyz": [[-0.466, 1.837, 0.176], [-0.257, 0.362, 0.049], [0.954, -0.366, 0.093], [2.242, 0.227, -0.066], [2.396, 1.426, -0.107], [3.102, -0.687, -0.022], [0.547, -1.646, -0.068], [-0.785, -1.760, -0.115], [-1.231, -0.519, 0.173], [-2.675, -0.330, 0.410], [-3.222, 0.648, -0.488], [0.100, 2.428, -0.547], [-1.499, 2.199, 0.139], [-0.073, 2.212, 1.187], [1.204, -2.471, -0.085], [-2.819, 0.068, 1.373], [-3.122, -1.317, 0.455], [-3.179, 0.128, -1.358]],
  "forces_ev_per_a": [[1.1, 1.1, 2.0], [0.4, 2.9, 1.4], [-1.7, 2.1, -1.3], [0.3, -2.9, 1.1], [0.3, -0.2, -0.3], [-0.2, 2.3, -0.4], [0.6, -0.8, -0.1], [-0.3, 0.3, 1.7], [-0.2, -2.3, -2.1], [0.3, 1.1, -0.3], [-0.1, -2.4, -1.9], [0.0, -0.6, -0.2], [0.1, -1.0, -0.2], [-0.4, -0.8, -1.3], [0.5, -0.8, -0.4], [-0.2, 0.7, 1.4], [-0.3, -0.1, -0.6], [-0.4, 1.6, 1.4]],
  "mulliken_charge": [-0.81, 0.10, -0.03, 0.96, -0.59, -0.58, -0.32, -0.68, 0.83, -0.82, -0.52, 0.32, 0.34, 0.30, 0.49, 0.35, 0.29, 0.38]
}


{
  "formula": "C5H7N3S",
  "method": "ωB97M-V with the def2-TZVPD basis set",
  "gap_ha": [0.246, 0.245],
  "relative_energy_kcal_mol": 100.43,
  "e_homo_ev": [-6.64, -6.64],
  "energy_ha": -756.9854,
  "elements": ["C", "C", "C", "C", "C", "N", "N", "N", "S", "H", "H", "H", "H", "H", "H", "H"],
  "xyz": [[-0.147, -1.436, -0.367], [0.437, -0.756, 0.752], [1.244, 0.349, 0.614], [-0.200, 1.374, -1.431], [0.259, -1.304, 2.212], [-0.973, 0.381, -1.757], [-0.681, -0.854, -1.487], [-0.412, 2.662, -1.372], [2.515, 1.268, 0.803], [-0.547, -2.438, -0.272], [-0.008, -0.456, 2.899], [1.147, -1.674, 2.530], [-0.545, -2.122, 2.209], [-1.325, -1.450, -1.978], [0.383, 3.225, -1.619], [-1.148, 3.231, -1.735]],
  "forces_ev_per_a": [[-1.0, 1.7, -0.2], [0.4, 0.2, 0.1], [-0.5, -0.1, -1.1], [1.6, -3.5, 0.8], [-3.4, 1.1, -1.7], [-0.5, 3.9, -0.6], [0.5, -2.4, 2.0], [0.3, 1.9, -0.5], [-0.8, -0.5, 0.2], [0.4, -0.1, 0.3], [-0.1, -0.9, -0.7], [2.7, -1.4, 1.1], [1.1, 1.3, 0.2], [0.3, -0.4, -0.3], [0.9, -0.3, 0.6], [-1.8, -0.5, -0.1]],
  "mulliken_charge": [-0.34, 1.15, -0.52, -0.21, -1.22, -0.81, 0.38, -0.27, -0.29, 0.31, 0.32, 0.35, 0.33, 0.31, 0.29, 0.23]
}


{
  "formula": "C5H7N4",
  "method": "ωB97M-V with the def2-TZVPD basis set",
  "gap_ha": 0.350,
  "relative_energy_kcal_mol": 24.69,
  "total_charge": 1,
  "e_homo_ev": -14.78,
  "smiles": "[H]/N=C/n1ncccc1=[NH2+]",
  "energy_ha": -413.4260,
  "elements": ["H", "N", "C", "N", "N", "C", "C", "C", "C", "N", "H", "H", "H", "H", "H", "H"],
  "xyz": [[0.611, -3.574, -0.379], [0.403, -2.642, -0.027], [0.685, -1.802, -0.931], [0.395, -0.505, -0.604], [1.074, 0.596, -1.737], [0.788, 1.803, -1.481], [0.069, 2.290, -0.330], [-0.512, 1.453, 0.538], [-0.326, 0.012, 0.407], [-0.867, -0.769, 1.357], [1.048, -1.753, -1.892], [1.167, 2.655, -2.046], [-0.094, 3.396, -0.115], [-1.057, 1.649, 1.384], [-1.327, -0.415, 2.197], [-0.490, -1.683, 1.310]],
  "forces_ev_per_a": [[0.0, -0.3, 0.3], [0.6, -0.9, -1.3], [-1.2, 0.4, 2.8], [0.4, 5.9, -1.3], [-1.3, -2.6, 1.7], [0.1, 0.7, 1.1], [-1.7, 1.4, 1.7], [1.7, -1.6, -2.2], [-0.2, -0.6, 0.7], [0.6, 1.5, -0.9], [1.2, -1.2, -2.3], [0.4, -0.9, -0.8], [0.6, -1.5, -0.8], [-1.2, 1.3, 1.7], [0.3, 0.0, -0.6], [0.0, -1.6, 0.3]],
  "mulliken_charge": [0.27, -0.58, 0.02, 0.00, -0.49, -0.05, -0.24, -0.60, 0.87, -0.30, 0.46, 0.37, 0.33, 0.42, 0.25, 0.27]
}


{
  "formula": "C5H7N4",
  "method": "ωB97M-V with the def2-TZVPD basis set",
  "gap_ha": 0.343,
  "relative_energy_kcal_mol": 20.32,
  "total_charge": 1,
  "e_homo_ev": -14.00,
  "smiles": "C=NC(=[NH2+])n1cccn1",
  "energy_ha": -413.4330,
  "elements": ["C", "N", "C", "N", "N", "C", "C", "C", "N", "H", "H", "H", "H", "H", "H", "H"],
  "xyz": [[-2.906, -0.927, 0.042], [-2.009, -0.068, 0.326], [-0.875, 0.606, 0.073], [-0.915, 1.907, 0.034], [0.454, 0.085, 0.053], [1.065, -1.168, -0.058], [2.418, -1.021, -0.119], [2.580, 0.364, -0.028], [1.427, 0.987, 0.046], [-3.005, -1.340, -0.974], [-3.654, -1.134, 0.743], [-1.686, 2.560, 0.233], [0.072, 2.196, -0.341], [0.472, -2.056, 0.004], [3.061, -1.881, -0.255], [3.501, 0.890, 0.221]],
  "forces_ev_per_a": [[2.1, 1.7, -1.9], [0.9, -1.0, 0.5], [-1.3, -1.2, 0.6], [2.4, 1.2, -1.6], [-0.4, -1.4, -0.5], [-1.3, -0.6, 0.1], [-1.7, -1.0, -0.2], [0.5, 0.9, 0.8], [1.1, 2.0, 0.3], [0.2, 0.0, 0.3], [-0.9, -0.4, 1.2], [0.5, -1.0, -0.3], [-2.0, 0.4, 1.3], [-0.2, -0.3, -0.2], [0.3, 0.5, 0.2], [-0.3, 0.1, -0.8]],
  "mulliken_charge": [-0.16, -0.22, 0.39, -0.23, 0.66, -0.07, -0.55, -0.23, -0.96, 0.27, 0.30, 0.25, 0.37, 0.38, 0.40, 0.41]
}


{
  "formula": "C5H7N4",
  "method": "ωB97M-V with the def2-TZVPD basis set",
  "gap_ha": 0.421,
  "relative_energy_kcal_mol": 19.48,
  "total_charge": 1,
  "e_homo_ev": -15.85,
  "smiles": "Cc1n[n+](C)cn1C#N",
  "energy_ha": -413.4344,
  "elements": ["C", "C", "N", "N", "C", "C", "N", "C", "N", "H", "H", "H", "H", "H", "H", "H"],
  "xyz": [[-1.295, -2.002, -0.066], [-0.440, -0.817, -0.153], [0.840, -0.703, -0.123], [1.128, 0.637, -0.122], [2.471, 1.165, 0.061], [0.029, 1.295, -0.105], [-1.015, 0.410, -0.095], [-2.351, 0.596, 0.013], [-3.460, 0.492, 0.274], [-2.313, -1.774, 0.032], [-1.099, -2.626, -0.918], [-0.977, -2.718, 0.757], [2.912, 0.579, 0.966], [3.132, 0.817, -0.747], [2.467, 2.215, 0.328], [-0.028, 2.434, -0.102]],
  "forces_ev_per_a": [[2.2, -2.3, 0.8], [-0.2, -0.9, 1.0], [1.6, -0.7, -0.3], [-0.7, -0.8, 0.2], [1.7, -2.4, 1.8], [-1.5, 3.5, 0.0], [0.8, 1.8, -0.6], [0.3, 0.1, 0.4], [-0.6, 0.3, -0.2], [-1.3, 0.3, 0.0], [-0.3, -0.2, -0.8], [-0.3, 1.3, -0.6], [-0.9, 1.1, -1.3], [-0.5, 0.7, -0.1], [-0.1, 0.1, -0.5], [-0.2, -1.9, 0.1]],
  "mulliken_charge": [-1.10, 0.57, -0.69, 0.51, -0.67, -0.04, 0.02, 0.46, -0.30, 0.32, 0.32, 0.32, 0.32, 0.31, 0.28, 0.37]
}


{
  "formula": "C5H7N5OS4",
  "method": "ωB97M-V with the def2-TZVPD basis set",
  "gap_ha": 0.228,
  "relative_energy_kcal_mol": 0.00,
  "total_charge": 2,
  "e_homo_ev": -14.61,
  "energy_ha": -2135.7749,
  "elements": ["C", "C", "C", "C", "C", "N", "N", "N", "N", "N", "O", "S", "S", "S", "S", "H", "H", "H", "H", "H", "H", "H"],
  "xyz": [[0.903, 0.275, -0.296], [-0.215, -0.615, -0.455], [-0.198, -2.053, -0.946], [-1.611, -2.732, -1.051], [2.899, 3.052, 1.253], [-1.240, -0.152, 0.246], [-0.824, 0.965, 0.756], [0.448, 1.306, 0.450], [-2.697, -1.934, -0.609], [2.227, 3.977, 0.681], [0.839, -2.613, -0.993], [-1.438, -4.543, -0.435], [-1.867, -3.929, -2.352], [4.212, 1.894, 0.925], [2.995, 2.256, 2.759], [1.919, 0.303, -0.697], [-3.271, -2.500, -0.012], [-3.154, -1.551, -1.436], [-2.219, -1.210, 0.080], [-1.244, 1.656, 1.468], [2.218, 3.970, -0.387], [1.316, 4.178, 1.051]],
  "forces_ev_per_a": [[-1.6, 0.9, 0.3], [1.7, -0.3, -0.2], [-1.6, 1.0, 0.9], [3.3, -3.2, -0.6], [1.8, -2.0, 1.0], [0.8, 0.8, 0.5], [1.3, 3.4, 1.7], [-0.5, -1.8, -0.6], [0.1, 0.2, 0.9], [-0.5, -0.6, -2.9], [0.6, -0.6, -0.7], [-0.5, 1.6, 0.0], [0.0, 0.4, -0.3], [-1.7, 1.5, 1.0], [0.5, 0.3, -1.3], [-0.6, -0.4, 0.1], [-1.2, -0.5, -0.1], [-0.6, 0.3, 0.5], [-1.4, 0.3, -1.0], [-0.1, -2.1, -1.7], [0.4, 0.4, 1.8], [-0.3, 0.6, 0.5]],
  "mulliken_charge": [-0.31, 0.24, 0.36, -0.05, 0.40, -0.07, -0.45, -0.03, -0.03, -0.24, -0.44, -0.06, -0.07, 0.05, 0.08, 0.42, 0.40, 0.38, 0.47, 0.27, 0.36, 0.32]
}


{
  "formula": "C5H7NO",
  "method": "ωB97M-V with the def2-TZVPD basis set",
  "gap_ha": 0.372,
  "relative_energy_kcal_mol": 111.20,
  "e_homo_ev": -9.77,
  "energy_ha": -324.5473,
  "elements": ["C", "C", "C", "C", "C", "N", "O", "H", "H", "H", "H", "H", "H", "H"],
  "xyz": [[-0.590, -2.957, -0.883], [1.375, -0.669, 1.243], [0.742, 0.525, 0.712], [-0.652, 0.852, 1.314], [1.206, 1.204, -0.522], [-1.195, -3.073, -1.864], [1.651, 0.426, 1.856], [0.000, -2.504, -0.180], [-1.224, 1.487, 0.614], [-0.673, 1.468, 2.280], [-1.077, -0.159, 1.519], [0.899, 0.832, -1.497], [2.326, 1.156, -0.593], [0.805, 2.271, -0.600]],
  "forces_ev_per_a": [[-1.8, 0.1, -3.2], [0.3, -1.1, 0.5], [-2.2, 1.6, 0.7], [0.1, 0.1, -0.1], [1.0, 2.0, -0.8], [0.6, -0.4, 1.4], [1.1, -0.1, -0.2], [1.3, 0.4, 1.9], [-0.1, -0.8, 0.1], [0.7, -1.1, -1.2], [-0.5, 1.0, -0.1], [-0.5, -0.9, 0.3], [-1.0, 0.5, 0.3], [1.0, -1.1, 0.5]],
  "mulliken_charge": [0.23, -0.73, 1.49, -1.13, -1.33, -0.35, -0.20, 0.18, 0.32, 0.28, 0.30, 0.30, 0.34, 0.30]
}


{
  "formula": "C5H7NO",
  "method": "ωB97M-V with the def2-TZVPD basis set",
  "gap_ha": [0.260, 0.336],
  "relative_energy_kcal_mol": 111.53,
  "e_homo_ev": [-8.35, -10.07],
  "energy_ha": -324.5467,
  "elements": ["C", "C", "C", "C", "O", "C", "N", "H", "H", "H", "H", "H", "H", "H"],
  "xyz": [[-1.990, 0.203, 0.038], [-0.677, -0.276, 0.648], [0.587, 0.152, 0.031], [1.994, -0.262, 0.280], [2.427, 0.385, -0.913], [1.000, 0.699, -1.215], [0.370, 0.877, -2.274], [-2.185, 1.266, 0.212], [-2.810, -0.367, 0.487], [-1.978, 0.031, -1.040], [-0.627, -0.066, 1.728], [-0.623, -1.374, 0.579], [2.437, 0.089, 1.225], [2.075, -1.357, 0.212]],
  "forces_ev_per_a": [[0.1, 0.0, 0.0], [0.1, -0.3, 0.1], [-0.2, 0.5, 0.9], [-0.7, -0.6, 0.9], [-1.0, 0.9, -1.0], [1.0, -1.0, -0.1], [0.4, 0.5, -0.2], [0.2, -0.1, 0.0], [0.1, 0.1, -0.2], [-0.1, 0.0, 0.1], [0.0, 0.0, -0.2], [-0.3, 0.0, 0.1], [0.1, 0.0, -0.4], [0.4, 0.1, 0.0]],
  "mulliken_charge": [-1.23, -0.17, -0.04, -0.33, -0.36, 0.62, -0.58, 0.30, 0.35, 0.35, 0.33, 0.26, 0.26, 0.24]
}


{
  "formula": "C5H7NO",
  "method": "ωB97M-V with the def2-TZVPD basis set",
  "gap_ha": 0.348,
  "relative_energy_kcal_mol": 63.05,
  "e_homo_ev": -8.79,
  "smiles": "C=C=C/C(O)=N/C",
  "energy_ha": -324.6240,
  "elements": ["C", "C", "C", "C", "O", "N", "C", "H", "H", "H", "H", "H", "H", "H"],
  "xyz": [[-1.273, 2.369, 0.269], [-1.292, 1.280, -0.431], [-1.242, 0.065, -0.908], [-0.120, -0.737, -0.357], [0.084, -1.964, -0.910], [0.654, -0.205, 0.485], [1.840, -0.885, 0.932], [-0.489, 3.120, 0.239], [-2.187, 2.501, 0.820], [-1.880, -0.271, -1.722], [-0.570, -2.106, -1.606], [2.405, -1.327, 0.101], [1.590, -1.682, 1.641], [2.478, -0.158, 1.445]],
  "forces_ev_per_a": [[-0.3, 0.0, -0.5], [-0.2, 0.1, -0.1], [0.1, 0.2, 0.0], [0.2, 0.2, 0.3], [-0.1, -0.1, -0.1], [-0.2, -0.3, -0.2], [0.2, -0.2, 0.1], [-0.3, 0.0, -0.3], [0.1, 0.3, 0.9], [0.4, 0.1, -0.1], [0.1, -0.1, 0.1], [-0.1, 0.0, 0.1], [0.1, 0.0, -0.1], [-0.1, -0.2, -0.1]],
  "mulliken_charge": [-0.61, 0.13, -0.56, 0.86, -0.50, -0.43, -0.81, 0.26, 0.24, 0.28, 0.30, 0.28, 0.28, 0.27]
}


{
  "formula": "C5H7NO",
  "method": "ωB97M-V with the def2-TZVPD basis set",
  "gap_ha": 0.355,
  "relative_energy_kcal_mol": 47.05,
  "e_homo_ev": -9.84,
  "smiles": "C=C1C=NC(=O)C1.[H][H]",
  "energy_ha": -324.6495,
  "elements": ["C", "C", "C", "N", "C", "O", "C", "H", "H", "H", "H", "H", "H", "H"],
  "xyz": [[0.381, -0.007, 1.828], [0.429, -0.373, 0.551], [-0.532, -1.311, -0.059], [-0.796, -1.103, -1.296], [0.039, -0.004, -1.721], [-0.088, 0.560, -2.773], [1.062, 0.312, -0.625], [0.933, 0.851, 2.200], [-0.278, -0.519, 2.526], [-1.053, -2.078, 0.516], [1.221, 1.384, -0.506], [2.014, -0.150, -0.915], [-1.472, 1.297, 0.444], [-1.861, 1.139, -0.168]],
  "forces_ev_per_a": [[0.1, -0.1, 0.0], [-0.1, 0.2, 0.1], [-0.1, 0.0, -0.1], [0.2, -0.1, 0.2], [0.0, 0.2, -0.5], [0.1, -0.3, 0.5], [0.0, 0.1, 0.0], [0.0, -0.2, 0.0], [0.2, 0.0, -0.1], [0.0, 0.1, -0.1], [-0.1, -0.1, -0.1], [-0.1, 0.0, 0.1], [-0.1, 0.1, -0.1], [-0.1, 0.2, 0.0]],
  "mulliken_charge": [-0.74, 0.36, -0.23, -0.49, 0.29, -0.50, -0.21, 0.29, 0.26, 0.42, 0.29, 0.24, -0.07, 0.11]
}